Record 1
{
  "formula": "C4H7FN3O5P",
  "method": "ωB97M-V/def2-TZVPD",
  "e_lumo_ev": 5.3507,
  "total_charge": -2,
  "e_above_lowest_ev": 0.000,
  "elements": ["C", "C", "C", "C", "N", "N", "N", "O", "O", "O", "O", "O", "F", "P", "H", "H", "H", "H", "H", "H", "H"],
  "xyz": [[-4.47725, 0.72369, 0.25869], [3.26728, 1.80244, 0.52601], [-1.67457, -1.32203, -1.40267], [-3.06812, 0.23494, -0.25848], [2.18192, 1.60306, 1.33203], [-2.83078, -0.96705, -0.58627], [3.40891, 0.75976, -0.35161], [-4.78362, 0.29982, 1.35638], [3.88342, 2.82630, 0.57787], [2.53245, -1.88309, 0.37543], [-4.99916, 1.45873, -0.57608], [0.86418, -3.59823, 0.80177], [-2.18661, 1.21985, -0.75708], [1.08568, -2.12154, 0.76312], [-1.59712, -0.51154, -2.14406], [-0.79436, -1.46375, -0.76006], [-1.85825, -2.24059, -1.83138], [1.72398, 0.68504, 1.24879], [2.01425, 2.13743, 2.09746], [4.41021, 0.41957, -0.49989], [2.89757, -0.06282, -0.16997]]
}



Record 2
{
  "formula": "C4H31N2O12",
  "method": "ωB97M-V/def2-TZVPD",
  "e_lumo_ev": 2.5868,
  "total_charge": -1,
  "e_above_lowest_ev": 1.320,
  "elements": ["C", "N", "C", "C", "O", "N", "C", "O", "H", "H", "H", "H", "H", "H", "H", "H", "H", "H", "H", "H", "H", "O", "H", "H", "O", "H", "H", "O", "H", "H", "O", "H", "H", "O", "H", "H", "O", "H", "H", "O", "H", "H", "O", "H", "H", "O", "H", "H", "O"],
  "xyz": [[-0.89129, 0.42088, -0.89036], [0.47267, 0.97050, -1.14051], [-0.85554, -1.09680, -0.44286], [-0.23611, -2.02324, -1.52682], [1.14994, -2.14763, -1.28506], [-2.23448, -1.57331, -0.18650], [-2.84091, -0.85453, 0.99710], [-1.81740, -0.37093, 1.81657], [-1.46172, 0.56460, -1.78637], [-1.56799, 0.93625, -0.14110], [1.14685, 0.83462, -0.38653], [0.34049, 1.99446, -1.16525], [-0.19264, -1.27457, 0.22959], [-0.57182, -3.08051, -1.22523], [-0.37679, -1.76214, -2.51738], [1.62739, -1.32384, -1.31815], [-2.38983, -2.58726, -0.02897], [-3.52467, -0.01574, 0.62801], [-3.48773, -1.62532, 1.53381], [-1.33745, 2.39615, 2.37811], [-1.46988, 0.67813, 1.71662], [-0.99367, 1.96212, 1.50928], [-0.75650, -0.92610, 4.29127], [0.26916, -0.02894, 3.48196], [0.03823, -0.37590, 4.36303], [0.56310, 4.05400, 0.05136], [-0.57366, 3.13091, 0.50378], [-0.27938, 3.82616, -0.08491], [3.70123, -0.15685, 1.26921], [3.50968, 1.09306, 2.21869], [4.15066, 0.60418, 1.57734], [1.55039, -2.37880, 3.08056], [0.98329, -1.79293, 4.41808], [1.28224, -2.65149, 3.99394], [-1.75988, 0.90356, -4.53213], [-2.15773, 0.10198, -3.31918], [-2.43034, 0.34278, -4.20633], [0.67506, 0.16372, -2.62026], [1.64798, -0.20915, -3.85652], [0.77450, -0.11292, -3.52541], [0.42278, 1.60900, 1.99219], [1.57765, 2.07988, 3.22315], [1.35006, 1.49249, 2.38542], [0.30317, 1.14846, -4.89224], [-0.25882, 2.05290, -3.82013], [-0.35268, 1.91750, -4.74259], [1.85856, -1.83798, 0.39599], [2.83389, -2.93865, 0.58378], [2.58998, -2.13273, 1.00195]]
}



Record 3
{
  "formula": "CHBr4O2P",
  "method": "ωB97M-V/def2-TZVPD",
  "spin_multiplicity": 3,
  "e_lumo_ev": [-0.8272, -4.9624],
  "e_above_lowest_ev": 0.126,
  "elements": ["C", "O", "O", "P", "Br", "Br", "Br", "Br", "H"],
  "xyz": [[3.32936, 0.04885, -0.30982], [-0.45156, 0.50490, -0.12003], [2.53057, 0.70333, -0.98470], [0.65554, 1.40930, 0.51445], [2.23710, -1.34082, 0.88421], [4.36719, 1.09915, 1.06178], [4.60205, -1.01258, -1.36478], [0.22012, 3.23245, -0.54058], [-0.47919, -0.43794, 0.08398]]
}



Record 4
{
  "formula": "C4H12N2",
  "method": "ωB97M-V/def2-TZVPD",
  "e_lumo_ev": 1.2022,
  "e_above_lowest_ev": 0.724,
  "elements": ["N", "C", "C", "N", "C", "C", "H", "H", "H", "H", "H", "H", "H", "H", "H", "H", "H", "H"],
  "xyz": [[1.23122, 1.48778, 1.32244], [-0.17876, 1.06164, 1.47139], [-0.26380, -0.43968, 1.20918], [0.27449, -0.76582, -0.13176], [-0.70881, -1.05315, -1.17550], [-0.37988, -0.42953, -2.52470], [1.27122, 2.48409, 1.52304], [1.46130, 1.41478, 0.33197], [-0.44784, 1.21502, 2.52333], [-0.84624, 1.56792, 0.78127], [-1.32115, -0.74287, 1.22461], [0.32489, -0.96035, 1.96606], [0.93527, -1.52013, -0.03027], [-1.68290, -0.74690, -0.77937], [-0.85749, -2.14511, -1.25699], [0.13767, -1.14444, -3.16443], [-1.30299, -0.13273, -3.01447], [0.27567, 0.42121, -2.36978]]
}



Record 5
{
  "formula": "C22H50NPSi4Ti",
  "method": "ωB97M-V/def2-TZVPD",
  "e_lumo_ev": -9.1237,
  "total_charge": 2,
  "elements": ["C", "C", "C", "C", "C", "C", "C", "C", "N", "Ti", "C", "P", "H", "H", "H", "H", "H", "H", "H", "H", "C", "C", "H", "C", "C", "H", "H", "H", "H", "H", "H", "H", "H", "H", "H", "H", "H", "H", "H", "C", "Si", "C", "C", "Si", "Si", "C", "C", "C", "Si", "C", "C", "C", "H", "H", "H", "H", "H", "H", "H", "H", "H", "H", "H", "H", "H", "H", "H", "H", "H", "H", "H", "H", "H", "H", "H", "H", "H", "H", "H"],
  "xyz": [[-2.16052, 0.87233, -4.28714], [-1.30728, 1.71608, -3.64725], [-1.05767, 1.64554, -2.24983], [-1.66672, 0.66648, -1.50093], [-2.56359, -0.21565, -2.16269], [-2.74621, -0.14026, -3.53004], [-0.05543, 2.62693, -1.64672], [-0.12073, 3.06382, -0.18036], [-1.54700, 3.27476, 0.40289], [-0.96444, 0.84590, 0.67028], [-3.27384, -1.22660, -1.33252], [-2.99313, -0.74239, 0.43427], [-0.85019, 2.52199, -4.24644], [-3.40142, -0.81499, -4.07149], [-2.36905, 0.97720, -5.34389], [-2.97764, -2.27841, -1.51898], [-4.35530, -1.27573, -1.46551], [0.94752, 2.20450, -1.81501], [-0.07146, 3.58448, -2.18314], [0.50285, 2.36634, 0.56473], [-3.72985, -2.21265, 1.22902], [-4.49133, 0.25972, 0.47325], [0.39645, 4.04924, -0.07369], [-2.70842, 3.46968, -0.50309], [-1.56927, 4.34643, 1.42809], [-0.79668, -0.84238, 1.21355], [-2.98959, 4.54430, -0.42163], [-2.55920, 3.26908, -1.57690], [-3.61514, 2.87212, -0.22669], [-2.19354, 5.20610, 1.12812], [-1.93717, 3.96801, 2.39161], [-0.58337, 4.74359, 1.62087], [-5.33334, -0.42937, 0.35061], [-4.57752, 0.80891, 1.41445], [-4.53249, 0.97068, -0.35251], [-4.72612, -2.35987, 0.76959], [-3.17257, -3.14718, 1.11618], [-3.88187, -2.04496, 2.30709], [-1.60052, 0.24635, 2.03227], [2.35259, -0.49710, -2.79021], [3.00072, -0.03561, -1.06911], [4.55879, -1.02934, -0.66204], [3.52888, 1.78914, -0.93662], [1.23160, -0.52638, 0.37931], [0.92871, -2.86943, 0.17247], [2.51389, -3.89639, 0.33016], [-0.22046, -3.54664, 1.52930], [0.13160, -3.17349, -1.52061], [2.04571, -0.22681, 2.57701], [3.51797, -1.37203, 2.97343], [2.65615, 1.56671, 2.74637], [0.75732, -0.54990, 3.91348], [2.99929, -0.04788, -3.57041], [1.32876, -0.14466, -2.96802], [2.33255, -1.59457, -2.92847], [5.30447, -0.86717, -1.45633], [5.00369, -0.69649, 0.28701], [4.37979, -2.10741, -0.57585], [2.71747, 2.51041, -1.11053], [3.93880, 2.00866, 0.06154], [4.32231, 1.99119, -1.67600], [3.12549, -3.62194, 1.20470], [2.22446, -4.95795, 0.43606], [3.16009, -3.80837, -0.55364], [-1.23289, -3.11562, 1.48248], [-0.30378, -4.63666, 1.39637], [0.17034, -3.35100, 2.53463], [-0.60339, -2.39316, -1.79876], [0.89659, -3.21596, -2.31235], [-0.39956, -4.14189, -1.50844], [4.33270, -1.31558, 2.23778], [3.92277, -1.06272, 3.95425], [3.20618, -2.42967, 3.03831], [1.88943, 2.29170, 2.42581], [2.86327, 1.75686, 3.81491], [3.57132, 1.76278, 2.16556], [-0.06528, 0.17552, 3.85542], [0.29024, -1.53864, 3.81768], [1.25420, -0.47262, 4.89297]]
}



Record 6
{
  "formula": "C2H4NO2",
  "method": "ωB97M-V/def2-TZVPD",
  "e_lumo_ev": 4.6426,
  "total_charge": -1,
  "e_above_lowest_ev": 6.031,
  "elements": ["C", "C", "N", "O", "O", "H", "H", "H", "H"],
  "xyz": [[0.60427, 0.93970, 0.05481], [0.11418, -0.18546, -0.84589], [-0.41463, 0.96750, -1.03416], [-1.22522, 1.77779, -1.52412], [-1.08982, -1.77665, 0.58067], [0.23725, 1.01364, 1.06806], [1.43870, 1.39409, -0.33086], [-0.61485, -1.31872, -0.31972], [-1.44613, -0.84773, 0.81372]]
}